1.
{
  "formula": "C30H63BIO10P",
  "method": "wB97M-V/def2-TZVPD",
  "homo_energy_ev": -8.930,
  "smiles": "CCOP(=O)(CCBCCCI)OCC.CC(C)=O.CC(C)=O.CC(C)=O.CC(C)=O.CC(C)=O.CC(C)=O.CC(C)=O",
  "spin_multiplicity": 1,
  "species": ["C", "C", "O", "P", "O", "C", "C", "B", "C", "C", "C", "I", "O", "C", "C", "H", "H", "H", "H", "H", "H", "H", "H", "H", "H", "H", "H", "H", "H", "H", "H", "H", "H", "H", "H", "H", "C", "C", "C", "O", "H", "H", "H", "H", "H", "H", "C", "C", "C", "O", "H", "H", "H", "H", "H", "H", "C", "C", "C", "O", "H", "H", "H", "H", "H", "H", "C", "C", "C", "O", "H", "H", "H", "H", "H", "H", "C", "C", "C", "O", "H", "H", "H", "H", "H", "H", "C", "C", "C", "O", "H", "H", "H", "H", "H", "H", "C", "C", "C", "O", "H", "H", "H", "H", "H", "H"],
  "xyz": [[1.9128, -3.7309, -0.5681], [3.2419, -3.2819, -1.4748], [3.8444, -2.1452, -0.7616], [3.4639, -0.6177, -1.5855], [4.2743, -0.7046, -2.9766], [1.5853, -0.6080, -1.9262], [1.0445, 0.6659, -2.8103], [-0.3555, 0.2186, -3.6189], [-1.8245, 0.9312, -3.2336], [-2.3808, 0.1305, -1.8824], [-2.4465, 1.1846, -0.6261], [-0.8799, 0.8329, 0.9075], [4.0328, 0.6415, -0.5266], [3.5997, 1.9797, -0.9560], [4.2074, 2.4639, -2.4113], [1.9190, -4.8934, -0.3132], [1.8479, -3.1301, 0.4556], [0.9048, -3.4564, -1.1453], [3.9723, -4.2239, -1.4170], [2.9420, -3.0654, -2.5883], [1.0472, -0.7436, -0.8891], [1.3133, -1.5832, -2.5588], [0.6818, 1.4835, -2.0235], [1.8026, 1.0801, -3.5994], [-0.2869, -0.6323, -4.4296], [-2.5450, 0.7543, -4.1629], [-1.7141, 2.0990, -3.0559], [-1.7292, -0.8224, -1.6845], [-3.4941, -0.2458, -2.0846], [-3.4741, 1.1501, -0.0221], [-2.2942, 2.3144, -0.9585], [2.4180, 2.1227, -0.8690], [4.0478, 2.7431, -0.1550], [3.8947, 3.5927, -2.6265], [5.3785, 2.4201, -2.4220], [3.8269, 1.8437, -3.3279], [7.1742, 3.1298, 1.9539], [6.0704, 4.1267, 2.1859], [5.3127, 4.0333, 3.4833], [5.7982, 4.9847, 1.3478], [7.6329, 3.3172, 0.9773], [7.9400, 3.2368, 2.7262], [6.7663, 2.1158, 1.9601], [5.9955, 4.1805, 4.3238], [4.8219, 3.0597, 3.5576], [4.5464, 4.8153, 3.5130], [9.1835, -0.2160, 0.1747], [8.3975, -0.6558, 1.3808], [8.1438, -2.1306, 1.5436], [7.9789, 0.1586, 2.2020], [9.2891, 0.8740, 0.1881], [10.1800, -0.6642, 0.1969], [8.6563, -0.5052, -0.7380], [9.0939, -2.6641, 1.6267], [7.5702, -2.5051, 0.6920], [7.5652, -2.3004, 2.4578], [-6.2268, -1.3729, 0.6764], [-6.5712, -0.3184, -0.3411], [-7.9963, -0.2575, -0.8220], [-5.7209, 0.4637, -0.7630], [-5.1643, -1.2982, 0.9310], [-6.8156, -1.2198, 1.5842], [-6.4181, -2.3659, 0.2616], [-8.6640, -0.0547, 0.0190], [-8.2664, -1.2007, -1.3036], [-8.0981, 0.5513, -1.5535], [-5.7956, -4.7382, 3.7865], [-6.8994, -3.7413, 4.0185], [-7.6571, -3.8347, 5.3159], [-7.1716, -2.8833, 3.1804], [-5.3369, -4.5509, 2.8098], [-5.0299, -4.6312, 4.5588], [-6.2035, -5.7522, 3.7926], [-6.9743, -3.6875, 6.1564], [-8.1479, -4.8083, 5.3902], [-8.4234, -3.0527, 5.3455], [-9.8966, -4.5810, 1.0192], [-10.2410, -3.5265, 0.0018], [-11.6661, -3.4656, -0.4792], [-9.3907, -2.7444, -0.4202], [-8.8341, -4.5063, 1.2739], [-10.4854, -4.4278, 1.9271], [-10.0879, -5.5739, 0.6045], [-12.3338, -3.2628, 0.3618], [-11.9362, -4.4088, -0.9608], [-11.7679, -2.6568, -1.2106], [5.5721, 6.3852, 7.1119], [6.9369, 6.2793, 6.4858], [7.6101, 7.5594, 6.0686], [7.4814, 5.1887, 6.3217], [5.2091, 5.3828, 7.3624], [5.6291, 6.9760, 8.0295], [4.8745, 6.8438, 6.4065], [7.7578, 8.2026, 6.9397], [7.0033, 8.0703, 5.3168], [8.5881, 7.3296, 5.6325], [-1.0479, -1.5339, -8.5813], [-1.4355, -0.4409, -7.6217], [-1.8187, 0.8921, -8.2066], [-1.4392, -0.6297, -6.4063], [-0.7964, -2.4389, -8.0181], [-1.8850, -1.7579, -9.2472], [-0.1728, -1.2274, -9.1598], [-2.6901, 0.7764, -8.8559], [-0.9779, 1.3069, -8.7684], [-2.0743, 1.5837, -7.3967]],
  "mulliken_charge": [-0.719, -0.317, -0.509, 0.928, -0.725, -0.285, 0.203, 0.108, -0.527, -0.042, -0.910, -0.053, -0.410, 0.149, -0.827, 0.283, 0.215, 0.180, 0.339, 0.323, 0.000, 0.253, 0.086, -0.097, -0.123, 0.141, 0.285, 0.265, 0.147, 0.326, 0.383, 0.046, 0.106, 0.326, 0.265, 0.193, -0.843, 0.794, -1.005, -0.617, 0.265, 0.393, 0.222, 0.170, 0.322, 0.303, -1.054, 0.879, -1.117, -0.550, 0.229, 0.354, 0.319, 0.358, 0.301, 0.282, -0.751, 0.648, -1.060, -0.535, 0.305, 0.267, 0.263, 0.301, 0.286, 0.342, -1.153, 0.826, -1.136, -0.489, 0.257, 0.394, 0.323, 0.348, 0.332, 0.286, -0.880, 0.700, -1.138, -0.484, 0.096, 0.332, 0.363, 0.334, 0.329, 0.296, -1.131, 0.902, -1.121, -0.573, 0.286, 0.391, 0.307, 0.342, 0.314, 0.298, -1.140, 0.818, -1.080, -0.514, 0.284, 0.337, 0.337, 0.351, 0.335, 0.243]
}

=====

2.
{
  "formula": "C27H50BN3OP2Ru",
  "method": "wB97M-V/def2-TZVPD",
  "homo_energy_ev": [-9.176, -8.719],
  "charge": 1,
  "spin_multiplicity": 2,
  "s2": 1.0199,
  "species": ["Ru", "C", "C", "C", "C", "P", "C", "N", "B", "N", "C", "P", "C", "C", "C", "C", "C", "C", "C", "C", "C", "C", "C", "C", "C", "C", "C", "C", "C", "C", "H", "H", "H", "H", "H", "H", "H", "H", "H", "H", "H", "H", "H", "H", "H", "H", "H", "H", "H", "H", "H", "H", "H", "H", "H", "H", "H", "H", "H", "H", "H", "H", "H", "H", "H", "H", "H", "H", "H", "H", "H", "H", "H", "H", "N", "C", "O", "C", "C", "H", "H", "H", "H", "H", "H"],
  "xyz": [[-0.2152, 0.2710, -0.1655], [2.8234, 4.5999, 0.5403], [1.6291, 3.8561, -0.0490], [0.3498, 4.2007, 0.7320], [1.4239, 4.2735, -1.5085], [1.6822, 1.9677, 0.0444], [2.2237, 1.6931, 1.8178], [1.3324, 0.7641, 2.4498], [0.5630, -0.2634, 1.8070], [-0.3766, -0.7006, 2.8027], [-1.5556, -1.4801, 2.5378], [-2.2351, -0.9126, 0.8924], [-3.2500, -2.4151, 0.3824], [-4.1527, -2.0270, -0.7924], [-2.1994, -3.4197, -0.1186], [-4.0703, -3.0533, 1.5008], [-3.3195, 0.5752, 1.3377], [-2.4571, 1.5212, 2.1839], [-4.6102, 0.2566, 2.0823], [-3.6010, 1.2880, 0.0056], [-0.1242, -0.0372, 3.9924], [-0.7263, -0.1402, 5.2379], [-0.2618, 0.6745, 6.2605], [0.7678, 1.5840, 6.0421], [1.3716, 1.6988, 4.7982], [0.9275, 0.8760, 3.7737], [3.1781, 1.2590, -0.8968], [3.0632, -0.2555, -0.6646], [4.5508, 1.7621, -0.4455], [3.0555, 1.5220, -2.3936], [2.5944, 5.6676, 0.5443], [3.7225, 4.4581, -0.0559], [3.0401, 4.3086, 1.5675], [0.1370, 5.2678, 0.6476], [0.4400, 3.9614, 1.7936], [-0.5034, 3.6496, 0.3279], [1.1066, 5.3171, -1.5481], [0.6551, 3.6617, -1.9867], [2.3449, 4.1902, -2.0802], [2.1777, 2.6434, 2.3500], [3.2581, 1.3450, 1.8435], [-2.2954, -1.3531, 3.3298], [-1.3086, -2.5409, 2.4557], [-3.5826, -1.4818, -1.5489], [-4.9908, -1.4090, -0.4707], [-4.5662, -2.9268, -1.2534], [-1.5358, -2.9520, -0.8441], [-2.6949, -4.2713, -0.5903], [-1.5893, -3.8051, 0.6991], [-4.8323, -2.3833, 1.8928], [-3.4410, -3.3845, 2.3265], [-4.5769, -3.9339, 1.0997], [-2.2808, 1.1371, 3.1872], [-2.9642, 2.4836, 2.2810], [-1.4859, 1.6971, 1.7024], [-4.4148, -0.3168, 2.9896], [-5.3111, -0.2980, 1.4593], [-5.0978, 1.1880, 2.3779], [-2.6536, 1.4677, -0.5216], [-4.0807, 2.2523, 0.1831], [-4.2463, 0.7022, -0.6475], [-1.5305, -0.8413, 5.4214], [-0.7050, 0.5964, 7.2435], [1.1098, 2.2041, 6.8591], [2.1829, 2.3994, 4.6483], [3.2156, -0.5201, 0.3833], [3.8137, -0.7827, -1.2564], [2.0713, -0.6268, -0.9627], [4.6953, 1.7257, 0.6333], [4.7207, 2.7840, -0.7795], [5.3190, 1.1339, -0.9009], [2.0269, 1.3919, -2.7415], [3.6789, 0.8117, -2.9428], [3.3782, 2.5247, -2.6637], [-1.6591, -2.1197, -3.8729], [-0.8513, -1.2517, -3.2516], [-0.8318, -1.1885, -2.0168], [-0.0422, -0.3367, -4.1383], [-0.3323, 1.0746, -3.7538], [-2.2346, -2.7376, -3.3231], [-1.6970, -2.1967, -4.8734], [-0.2645, -0.4995, -5.1935], [1.0124, -0.6118, -3.9861], [-0.5256, 1.8000, -4.5305], [-0.8067, 1.2545, -2.7958]],
  "mulliken_charge": [0.126, -1.600, 1.395, -1.578, -1.649, 1.186, -1.266, 0.216, 0.634, -0.253, -1.183, 0.319, 2.331, -1.861, -1.657, -1.740, 2.272, -2.145, -1.789, -1.606, 0.416, -0.520, -0.867, -0.747, -0.792, 0.716, 1.948, -1.679, -1.607, -1.600, 0.482, 0.306, 0.295, 0.607, 0.271, 0.235, 0.500, 0.241, 0.334, 0.256, 0.180, 0.298, 0.372, 0.245, 0.272, 0.537, 0.075, 0.541, 0.329, 0.295, 0.302, 0.552, 0.269, 0.693, 0.303, 0.350, 0.354, 0.450, 0.121, 0.492, 0.271, 0.456, 0.410, 0.408, 0.477, 0.276, 0.621, 0.129, 0.264, 0.360, 0.483, 0.078, 0.526, 0.343, -0.322, 0.129, -0.112, -0.442, -0.847, 0.208, 0.218, 0.454, 0.214, 0.400, 0.024]
}